Here is a structure of composition CH6N4O at a distorted geometry from OMol25. Energies are from wB97M-V/def2-TZVPD.

Atoms and positions in Å:
N: -3.622578 8.927067 5.811885
H: 2.709296 -8.093859 -4.910016
N: 2.422111 -7.269437 -4.499778
H: 0.609987 -6.766819 -3.310917
H: 3.617118 -5.400072 -5.523433
C: 1.560061 -6.543112 -3.693272
N: -2.840496 9.332637 6.681378
N: 3.355626 -6.193585 -4.314017
O: 2.332387 -5.519605 -3.605355
H: -4.477307 8.481261 6.233539
H: -2.185053 9.868237 6.303240
H: -3.481152 9.177286 4.826745

Forces on the atoms, in the same order (eV/Å):
0.2 0.8 2.3
0.0 -2.6 -0.8
-1.5 5.5 2.6
-1.1 0.0 0.8
-1.2 -2.8 4.1
2.7 -3.0 -3.1
-4.9 -3.4 1.4
1.3 1.8 -4.0
-0.3 1.1 0.3
0.7 -0.1 -1.1
4.5 3.0 -2.3
-0.5 -0.3 -0.2

frontier orbital gap: 9.0 eV
strongest force on any atom: 6.239 eV/Å
charge: +2
ΔE to the lowest compared entry with this formula, charge and spin: 83.19 kJ/mol